No. 1
109
Properties=species:S:1:pos:R:3:lowdin_charge:R:1 method="wB97M-V/def2-TZVPD" e_homo_ev=-10.12 gap_ev=7.31 e_above_lowest_ev=0.795 total_charge=+1 lumo_energy_ev=-2.81
C -3.726 -3.286 -0.029 -0.060
N -0.197 1.296 3.248 -0.095
O 3.877 -2.070 0.940 0.099
C 3.553 -2.451 -5.399 -0.125
C -0.807 2.223 2.421 -0.382
H -1.561 1.791 -5.762 0.127
H 4.938 -2.067 -6.971 0.127
C -1.740 3.134 2.915 -0.006
H -6.793 -2.816 2.275 0.120
F 0.122 -2.518 -6.513 0.082
H -6.223 1.912 -1.612 0.066
H -2.048 3.081 3.950 0.116
H 0.373 2.645 -4.379 0.127
H 5.239 -3.555 -6.095 0.135
C -4.831 -2.141 1.792 -0.094
C 2.545 -2.674 4.820 -0.060
C 3.955 2.469 3.913 -0.071
C -2.035 0.237 -4.332 -0.145
C -1.687 -0.323 -3.088 -0.222
C -0.255 1.821 -4.073 0.036
S -4.903 0.360 -0.240 1.087
H 6.938 -1.913 -5.422 0.128
H 3.191 -1.316 3.297 0.099
C 1.163 -2.451 -5.669 -0.247
C 3.358 -2.320 -4.006 -0.050
H 7.841 -1.772 -3.259 0.093
N -0.403 2.218 1.144 0.058
C -5.939 -2.936 1.622 -0.012
H 6.034 -3.475 -3.723 0.163
H 3.094 0.831 0.533 0.076
H 5.700 -0.736 -5.000 0.140
H -0.609 -2.910 6.025 0.106
H -2.070 -1.936 -1.712 0.073
C -1.298 1.347 -4.810 0.030
Zr 0.112 -0.410 -0.085 1.829
H 5.098 -2.103 -1.181 0.136
C -1.741 4.167 0.756 -0.064
H -2.069 4.928 0.065 0.107
C 0.010 1.201 -2.836 -0.180
C -3.724 -2.290 0.950 -0.349
N -7.051 -4.713 0.457 0.136
C 4.510 1.980 1.630 -0.062
H 6.629 -0.723 -2.521 0.102
H 2.562 -2.599 -7.284 0.139
C -4.054 2.207 -1.726 -0.229
C -3.772 -1.417 -4.608 -0.048
C 1.483 -3.124 5.588 -0.074
H 3.527 -3.115 4.931 0.110
H -2.919 4.843 2.428 0.113
C -2.208 4.112 2.066 -0.054
H 4.193 2.937 4.859 0.107
C 4.939 -2.509 -5.975 -0.122
N -0.680 0.212 -2.333 0.079
H -4.584 -1.848 -5.177 0.111
H -7.086 -5.400 -0.272 0.106
C 2.447 -2.510 -6.212 0.069
N -2.913 1.649 -1.200 0.046
H -2.846 -3.465 -0.631 0.110
C 2.777 1.759 3.776 -0.085
H -3.914 -2.872 -3.013 0.104
N -2.179 -0.059 0.196 -0.258
C 4.236 -2.118 -1.828 0.058
C 1.183 1.672 -2.011 -0.534
O 0.662 -1.912 -1.630 -0.134
C 0.028 -1.543 4.509 -0.090
O 1.388 0.879 -0.965 -0.227
C 4.828 2.580 2.837 -0.072
C 6.882 -1.762 -2.742 -0.040
H -0.667 1.039 4.101 0.106
H 5.175 2.074 0.781 0.107
C 2.061 -2.246 -3.482 -0.031
H -0.964 -1.136 4.376 0.076
H -3.357 0.118 -6.030 0.121
H -4.820 -4.875 -0.939 0.118
H -0.052 -2.282 -3.920 0.122
C 5.917 -1.807 -5.056 -0.144
H 1.632 -3.919 6.307 0.106
H 7.023 -2.296 -1.805 0.085
H 5.748 3.139 2.942 0.106
C -3.209 0.668 -0.400 -0.688
C 3.328 1.263 1.493 -0.077
C 2.913 -1.871 0.234 -0.554
C -3.392 -1.995 -3.374 -0.038
H -4.812 -1.398 2.576 0.118
H -3.970 3.034 -2.415 0.109
C 0.225 -2.558 5.433 -0.073
C 2.994 -1.995 -1.248 -0.023
O -2.392 -0.861 2.582 -0.283
O 1.724 -1.549 0.685 -0.257
C -3.098 -0.329 -5.079 -0.013
C 2.360 -1.650 3.904 -0.074
N 4.452 -2.246 -3.134 0.054
C -0.862 3.189 0.346 -0.135
H -0.500 3.183 -0.673 0.100
O -1.139 -2.056 0.774 -0.433
C 1.854 -2.049 -2.059 -0.259
C 2.454 1.144 2.562 -0.323
P 0.887 0.219 2.508 1.012
S -2.352 -1.277 1.209 0.605
C 0.945 -2.322 -4.333 0.086
C 1.100 -1.077 3.748 -0.320
H 2.102 1.681 4.619 0.108
H -7.873 -4.583 1.016 0.107
C -2.376 -1.466 -2.633 -0.033
C -4.830 -4.088 -0.196 -0.012
C -5.218 1.646 -1.331 -0.387
C -5.963 -3.918 0.618 -0.299
O 1.830 2.642 -2.287 0.137
C 5.853 -2.397 -3.659 -0.286



No. 2
21
Properties=species:S:1:pos:R:3:lowdin_charge:R:1 method="wB97M-V/def2-TZVPD" smiles="CCN(CC)CC=O" e_homo_ev=-7.80 gap_ev=8.66 e_above_lowest_ev=3.668 total_charge=0 lumo_energy_ev=0.85
H -1.086 -1.965 -0.177 0.116
H -1.377 -0.997 -1.921 0.087
H -0.223 1.820 0.363 0.128
N -0.151 -0.155 -0.421 -0.243
H -1.882 -1.649 2.129 0.121
H -1.677 0.851 -1.419 0.159
H -0.907 -0.089 2.018 0.050
H 0.313 1.408 -2.622 0.098
C -0.020 0.399 -2.812 -0.246
H 0.719 -1.845 0.322 0.127
H -0.011 -1.431 2.591 0.065
H 2.355 0.297 1.200 0.072
C 1.482 0.933 1.322 -0.054
C 0.560 1.010 0.002 -0.242
C -0.320 -1.366 0.410 -0.234
H 1.876 1.999 1.363 0.096
C -0.796 -1.174 1.857 -0.109
O 0.097 -0.219 -3.834 0.068
H 0.982 0.719 2.142 -0.020
C -0.945 -0.075 -1.678 -0.117
H 1.012 1.529 -0.837 0.077



No. 3
15
Properties=species:S:1:pos:R:3:lowdin_charge:R:1 method="wB97M-V/def2-TZVPD" e_homo_ev=-9.39 gap_ev=10.46 e_above_lowest_ev=1.446 total_charge=0 lumo_energy_ev=1.07
H 2.344 0.123 -1.110 0.081
H -2.593 1.149 0.371 0.044
H 0.742 -0.123 -1.799 0.075
H -1.787 -0.928 1.065 0.077
C -1.735 -0.535 0.017 -0.198
H -1.459 -1.277 -0.723 0.066
N -2.063 0.635 -0.334 0.015
C 0.745 0.050 0.326 -0.610
H 1.553 -1.465 -0.983 0.075
H 0.884 -1.642 1.260 0.045
C 1.394 -0.388 -0.967 -0.038
H 0.407 1.938 -0.331 0.086
N 0.599 -0.675 1.391 0.089
N 0.708 1.421 0.481 0.101
H 0.260 1.716 1.335 0.092



No. 4
8
Properties=species:S:1:pos:R:3:lowdin_charge:R:1 method="wB97M-V/def2-TZVPD" e_homo_ev=-13.48 gap_ev=9.63 total_charge=+1 lumo_energy_ev=-3.85
C -0.672 -0.908 -0.658 -0.445
H -1.314 -0.259 -1.278 0.053
S 0.834 -0.065 -0.135 0.317
H -1.261 -1.264 0.204 0.051
H -0.125 2.353 0.142 -0.138
K 2.811 0.514 1.905 0.800
H -0.367 -1.780 -1.261 0.051
S 0.095 1.408 1.081 0.311